[1]
Formula: C26H40O3
Source: OMol25
Level of theory: ωB97M-V/def2-TZVPD

The calculation puts the relative energy (zero: lowest compared OMol25 entry of this formula, charge and spin) at 2.2 kcal per mole. The SMILES is CCCCCCC(=O)O[C@H]1CC[C@H]2[C@@H]3CCC4=CC(=O)CC[C@]4(C)[C@H]3CC[C@]12C. The HOMO energy comes out at -9.27 eV. The frontier orbital gap comes out at 9.883 eV.

```
! RIJCOSX wB97M-V def2-TZVPD def2/J DEFGRID3
* xyz 0 1
O 1.40219 -1.99910 1.14615
O -0.16807 -3.42735 0.41188
O -4.61090 4.41008 -3.96259
C 0.67461 -0.04940 -0.21556
C 0.07728 2.35384 -0.80232
C -0.51922 3.65813 -0.27393
C 0.62297 1.49943 1.63060
C -0.10270 0.51595 -2.53724
C 1.48588 -5.49867 1.70012
C -0.68543 1.84794 -2.04621
C -3.54650 3.92320 -3.64570
C 0.94666 -3.20919 0.80834
C -0.07977 -0.55454 -1.44209
C -3.11398 2.53781 -4.07180
C -1.36269 4.14859 -2.49247
C -2.59711 4.59082 -2.75795
C 2.02177 -4.25916 0.97754
C -0.75253 2.93812 -3.15672
C 0.50165 -0.89848 1.06078
C 0.00755 1.25334 0.25208
C 0.29365 -4.18857 5.17886
C -1.61959 2.52756 -4.36106
C 0.76330 0.08334 2.22045
C 1.41860 -5.32852 3.21742
C -0.60586 -3.03958 5.61751
C 0.47382 -4.21512 3.66267
C 2.16992 0.07804 -0.51656
C 0.63830 3.27403 -3.72015
C -0.56342 4.72801 -1.37172
H -1.05381 1.02424 0.41212
H 1.08217 -6.27265 3.65316
H -2.97382 5.47760 -2.26507
H 0.45075 4.97415 -1.68640
H 2.86991 -3.82468 1.50636
H -0.70566 0.13361 -3.36108
H 1.12410 2.53589 -1.05513
H 2.13299 -6.34820 1.47264
H -1.31824 1.54640 -4.72760
H -3.68412 2.23330 -4.95085
H -1.71787 1.66061 -1.72703
H 2.72251 0.38590 0.36517
H 1.27104 -4.08723 5.65697
H -0.49852 -4.35413 3.18488
H 2.42122 -5.12775 3.60422
H 0.48995 -5.71718 1.30980
H -0.17325 -2.08486 5.32487
H -1.58638 -3.12657 5.15443
H -1.42926 3.24456 -5.16431
H 0.59030 4.20451 -4.28274
H 0.96059 2.48780 -4.39866
H -1.03444 5.63453 -0.98994
H 2.34406 -4.54171 -0.02775
H -0.13921 -5.13554 5.50926
H 0.05260 -0.08427 3.02847
H 1.38972 3.38370 -2.94557
H 2.36310 0.78976 -1.31228
H 1.76362 -0.09403 2.61395
H 2.55481 -0.89059 -0.82893
H 0.07283 4.02061 0.56768
H -0.01107 2.12853 2.25300
H 1.59302 1.98728 1.53744
H -3.35801 1.84653 -3.26101
H 0.86748 -3.24918 3.34195
H 0.90781 0.67218 -2.91332
H -0.51845 -1.29848 1.10069
H -1.53615 3.47544 0.08161
H 0.38166 -1.46415 -1.83144
H -0.73413 -3.04148 6.69750
H -1.10424 -0.80499 -1.15741
*
```

---

[2]
Formula: C26H41BaClN5O8P2S
Source: OMol25
Level of theory: ωB97M-V/def2-TZVPD

The calculation puts the relative energy (zero: lowest compared OMol25 entry of this formula, charge and spin) at 0.0 kcal per mole. The HOMO energy comes out at -11.54 eV. The frontier orbital gap comes out at 8.360 eV.

```
! RIJCOSX wB97M-V def2-TZVPD def2/J DEFGRID3
* xyz 1 1
Ba 0.95548 -0.33044 0.75296
Cl 3.10368 0.14049 3.02359
S 6.04094 4.31600 -1.00411
P -1.95956 -0.83979 -1.09824
P -1.98231 -1.19461 2.27365
O 2.58344 -0.11680 4.31315
O 4.63446 4.38364 -0.67204
O 6.52787 0.69234 -3.75059
O 4.45210 0.54773 3.03776
O 6.24768 -1.18684 -2.71795
O 2.26638 1.16320 2.34866
O 2.94357 -1.06899 2.18060
O 6.79449 5.52457 -1.17577
N -4.51166 -1.71073 -0.89765
N 5.93695 -0.04644 -2.98151
N 4.26489 1.74292 -2.44919
N -4.61535 -1.68168 1.89071
N 2.84976 0.55758 -1.22906
C -1.39306 1.45544 -2.48635
C 2.17083 2.90667 -1.68517
C 4.75615 0.45412 -2.34090
C -3.82176 1.16209 -1.97521
C -0.58713 -2.85190 3.95233
C -6.82091 -2.34382 -0.98793
C 6.17842 3.38308 -2.54628
C -6.94803 -2.22196 1.82112
C -7.98661 -2.59881 -0.32986
C -2.22434 1.72593 -0.14253
C -3.45837 -1.40571 -0.17970
C -5.72353 -1.95672 1.16323
C -2.40344 0.94935 -1.45246
C 6.85363 3.33442 0.23418
C 3.88835 -0.25794 -1.58082
C -1.53362 -2.94672 2.75036
C -2.70772 -0.47998 3.78741
C -2.20739 -1.68523 -2.69686
C 6.17812 2.00340 0.50798
C -2.72889 -3.83117 3.09639
C -8.05143 -2.53479 1.08533
C 4.85996 2.89887 -3.13216
C -5.66171 -2.00967 -0.24838
C -0.77645 -3.55262 1.56167
C 3.10053 1.74856 -1.76299
C -3.49904 -1.43653 1.24907
H 7.89221 3.23799 -0.08493
H 0.20957 -3.08420 1.45526
H -3.47119 -1.12795 4.21265
H -2.82195 1.30842 0.67009
H -3.16895 0.47612 3.53886
H 6.89736 2.57736 -2.40931
H -3.19396 -1.48784 -3.10910
H 4.12227 3.69623 -3.08853
H -8.99140 -2.74106 1.57945
H -1.11286 -2.54345 4.85585
H -4.57305 0.91845 -1.22476
H 1.75912 3.13691 -2.67002
H -0.35868 1.25526 -2.18419
H -1.17411 1.73233 0.17094
H -2.51789 2.76938 -0.27398
H -1.91633 -0.29692 4.51306
H -1.49973 2.53633 -2.60714
H -3.94435 2.21537 -2.24161
H 6.67153 1.50613 1.34116
H -4.03017 0.56873 -2.86530
H 1.34229 2.65066 -1.02691
H -3.34440 -4.04327 2.22168
H 6.83082 3.99186 1.10584
H -1.32607 -3.45553 0.62175
H -8.87882 -2.85114 -0.88715
H -6.97079 -2.17310 2.90163
H -3.36937 -3.38346 3.85608
H 6.23846 1.33323 -0.35130
H -2.10851 -2.76015 -2.54430
H -0.58873 -4.61435 1.73306
H 0.23824 -2.14988 3.78894
H 6.62142 4.09772 -3.24039
H -6.74974 -2.38080 -2.06686
H 3.96623 -1.29039 -1.28460
H -1.43217 -1.37114 -3.39522
H 2.66790 3.79026 -1.29173
H 5.13201 2.14380 0.77836
H -2.36117 -4.78383 3.48625
H -1.54879 0.99741 -3.46358
H -0.14531 -3.83196 4.14533
H 5.02366 2.62997 -4.17178
*
```

---

[3]
Formula: C26H41ClMoN5O3PS3SiTe
Source: OMol25
Level of theory: ωB97M-V/def2-TZVPD

The calculation puts the relative energy (zero: lowest compared OMol25 entry of this formula, charge and spin) at 0.0 kcal per mole. The HOMO energy comes out at -13.25 eV. The frontier orbital gap comes out at 6.515 eV.

```
! RIJCOSX wB97M-V def2-TZVPD def2/J DEFGRID3
* xyz 2 1
Te 3.17238 0.85524 -0.68411
Mo 0.63997 -0.42606 0.08899
Cl 2.64780 -1.83418 0.99880
S -0.89324 1.44120 -0.91312
S 0.14932 2.12280 0.73662
S 0.10658 -2.37489 -1.29152
P -0.64484 -1.73425 1.73490
Si -1.41319 3.37298 1.92192
O -1.80958 2.30662 -1.54165
O -1.40559 0.16274 -0.30006
O 0.27137 0.91893 -1.68461
N -1.97483 -1.84915 4.11361
N -2.97107 -3.05314 2.23339
N -0.96579 -3.92589 3.31424
N 0.43138 -1.73119 -3.87610
N 2.07634 -3.03794 -2.99672
C -0.96174 2.94479 3.66839
C -5.73864 2.40086 0.54002
C 0.00930 -3.32869 2.41440
C 4.09116 -0.29457 -2.22990
C 6.15843 1.43251 -4.90773
C -0.89128 -1.10803 -3.95313
C -4.95496 1.37030 1.04619
C -3.65739 1.62638 1.44985
C 4.63919 0.74547 -3.17595
C -1.24932 -3.07071 4.46658
C -3.10792 2.90680 1.34850
C 2.91873 2.29911 -2.23477
C -1.15142 -0.94206 3.32636
C 5.68954 0.45916 -4.03895
C -2.30308 -2.32926 1.16455
C 4.06420 2.01655 -3.17651
C 4.54292 2.99015 -4.04395
C 2.75127 -3.88819 -2.02019
C 0.94332 -2.36038 -2.83091
C -3.91106 3.93083 0.83417
C 1.88267 -0.43674 1.84310
C -0.91656 5.07206 1.38243
C -3.20588 -2.21447 3.40741
C -2.22352 -4.24375 2.63603
C 5.58473 2.69645 -4.91043
C -5.21691 3.68068 0.43727
H 0.94504 -3.16271 2.95291
H -1.39561 3.70185 4.32708
H 2.24544 -3.80500 -1.06475
H -0.31438 -2.80779 4.96433
H -1.16025 -0.69938 -2.98732
H 6.98285 1.21026 -5.57126
H -6.75553 2.20367 0.22836
H 2.96446 3.29587 -1.80146
H -1.70789 -0.02908 3.11718
H 5.96002 3.45994 -5.57791
H 0.22021 -4.00860 1.58530
H 2.45197 -3.08051 -3.93520
H -3.84109 -2.76674 4.09965
H 0.91007 -1.83616 -4.76130
H -3.73267 -1.30685 3.10636
H 3.32301 -0.91189 -2.69101
H -2.17894 -2.97769 0.29488
H -2.84233 -4.82040 3.32308
H -1.63636 -1.83924 -4.26362
H 0.11592 2.93940 3.83906
H -3.05639 0.81028 1.82838
H -1.45043 5.81040 1.98700
H -2.01840 -4.85804 1.75839
H 6.15250 -0.52025 -4.02314
H 0.15082 5.24469 1.52337
H 4.86341 -0.93049 -1.80211
H -2.89876 -1.46972 0.85278
H -3.52313 4.93665 0.73529
H 1.53814 -0.79887 2.80556
H 4.10679 3.98132 -4.03729
H -0.27050 -0.65611 3.90684
H -1.86178 -3.63808 5.16706
H 2.63150 0.33843 1.98329
H 1.94361 2.14605 -2.69139
H 3.79010 -3.57793 -1.91715
H -5.36510 0.37122 1.12566
H -5.82496 4.48485 0.04587
H -0.84688 -0.30313 -4.68200
H -1.37413 1.98097 3.96653
H 2.71953 -4.92545 -2.34908
H -1.16268 5.24521 0.33433
*
```

---

[4]
Formula: C26H41CsN3O4PS4Te
Source: OMol25
Level of theory: ωB97M-V/def2-TZVPD

The calculation puts the relative energy (zero: lowest compared OMol25 entry of this formula, charge and spin) at 10.0 kcal per mole. The HOMO energy comes out at -6.99 eV. The frontier orbital gap comes out at 7.081 eV.

```
! RIJCOSX wB97M-V def2-TZVPD def2/J DEFGRID3
* xyz 0 1
Cs 10.85214 19.63361 13.45700
Te 6.38228 18.97277 13.35641
S 9.38307 22.30714 16.42180
S 12.35485 23.53271 14.95469
S 8.86232 22.53539 13.47470
S 11.28986 22.93161 11.87548
P 7.63350 19.21418 11.23932
O 8.89088 19.91757 11.12462
O 9.13043 17.10598 14.70463
O 7.88010 17.66355 10.64388
O 6.50209 19.82654 10.22439
N 9.71576 12.80526 9.88188
N 11.82729 12.49631 9.17234
N 11.98341 17.07803 11.57547
C 11.42232 10.61743 7.55494
C 11.32511 24.64015 12.55270
C 7.42201 22.79680 14.53935
C 11.34667 24.09682 16.37677
C 8.72700 10.96580 8.40579
C 10.91764 13.30850 9.89380
C 12.63814 14.87848 10.80879
C 5.50248 20.89452 8.40713
C 6.98321 16.56728 10.86665
C 10.74054 16.75917 11.38367
C 5.56260 16.80242 10.25927
C 7.66191 22.12468 15.88366
C 9.78221 11.78279 8.93701
C 9.84694 24.07457 16.28817
C 11.30411 14.56388 10.56876
C 8.53428 15.82949 14.46447
C 6.63358 19.98143 8.82570
C 12.93939 16.10773 11.34064
C 10.38842 9.89761 7.02372
C 11.05635 11.58836 8.49527
C 9.07139 10.11830 7.43294
C 12.31559 24.82626 13.70771
C 9.71994 22.96133 10.96700
C 10.35938 15.51648 10.82243
C 8.50398 23.14296 11.79750
C 9.71564 14.83674 14.38566
H 5.46640 16.89604 9.20670
H 5.47262 20.96429 7.32448
H 9.48809 24.55932 15.30387
H 12.45771 10.48707 7.21766
H 7.60513 20.41542 8.51097
H 9.92282 17.48178 11.57854
H 10.36183 24.81394 12.98539
H 5.70105 21.86320 8.89907
H 6.58839 18.97370 8.32412
H 6.89228 22.52998 16.54701
H 7.29755 23.87532 14.70332
H 7.72698 22.47168 11.37814
H 7.42414 15.72632 10.38175
H 11.51476 25.33341 11.67587
H 6.94217 16.37028 11.91924
H 12.77291 12.73224 8.91588
H 9.65000 23.81230 10.24513
H 8.46714 17.83827 14.46451
H 7.89590 15.59599 15.28316
H 9.67068 22.06119 10.43258
H 10.60838 9.09620 6.34751
H 13.41714 14.15665 10.48669
H 8.09907 24.12869 11.76077
H 7.72699 11.08538 8.76029
H 10.19793 14.90954 13.41972
H 8.03693 15.84310 13.50753
H 12.22137 25.75955 14.21767
H 9.37111 13.85625 14.68590
H 14.02505 16.35673 11.48613
H 9.34237 15.30959 10.81498
H 11.56724 25.12897 16.74146
H 8.34346 9.47160 6.97000
H 4.95519 15.92504 10.57951
H 7.46633 21.10427 15.69702
H 4.54972 20.56201 8.66532
H 9.30841 24.55955 17.09828
H 13.31912 24.78906 13.33600
H 6.49257 22.39082 14.03154
H 10.53766 15.12307 15.09014
H 11.57355 23.22125 17.07857
H 5.11765 17.69802 10.73374
*
```